Entry 1:
Formula: C23H22Br2Cl2F3N3O6Ru
Source: the Open Molecules 2025 dataset
Level of theory: ωB97M-V with the def2-TZVPD basis set

Geometry as ORCA input:
```
! RIJCOSX wB97M-V def2-TZVPD def2/J DEFGRID3
* xyz 0 5
C -1.89499 2.64902 -0.02433
H -3.13887 -2.79320 -5.32642
C -0.61216 -1.84003 -3.28978
F -3.91506 -1.64338 1.01379
F -2.54803 -3.00140 0.03654
H -2.22128 2.48049 0.99543
C 1.59430 4.05517 -2.41377
H -1.28167 -2.00589 4.66994
C 2.23985 4.72490 -1.38838
H 1.15782 4.59783 -3.23918
C 2.60506 2.59739 -0.35018
H 1.16920 -1.71085 4.54948
H 3.28594 0.47969 -2.83868
F -3.31701 -1.27810 -1.03400
C -0.30493 1.29470 4.38227
C -0.73381 1.69540 -0.37128
O -0.70659 1.15696 -1.50347
N 1.12535 -0.22385 3.08891
H 3.57095 -1.05893 -1.96718
C -2.09119 -4.05438 -3.94467
Cl -1.23033 4.29948 -0.12522
H -0.05116 -0.94951 -3.04347
H -0.92035 -5.09949 -2.47151
H 2.98027 1.99128 0.46152
C 1.10470 1.01181 3.87674
Ru 1.33431 -0.13104 -1.04265
C 1.73467 -0.26536 1.95708
C 0.53919 -1.42402 3.69965
C -2.87982 -1.70544 0.16706
C 2.83291 -0.43874 -2.47554
O 0.15285 1.56517 0.48799
C 2.75084 3.97066 -0.34511
C -0.87369 -1.12080 4.17994
C -0.85499 0.07767 5.12829
H -0.27186 2.16843 5.03522
H -0.95282 1.51757 3.53177
C -1.61169 -1.74013 -4.24354
C -2.35645 -2.85530 -4.58341
N 1.98428 1.96706 -1.34844
H -1.86285 0.28258 5.49006
N 2.35263 -0.28786 0.96535
C 0.69555 -3.21819 -1.53685
C -1.11124 -4.16379 -2.97513
Br 3.62758 4.79108 1.10407
Cl -3.26235 2.46645 -1.11204
H 1.78648 0.88642 4.72568
H 1.46675 1.82869 3.25361
C -1.65928 -0.82703 0.64804
H -1.81758 -0.78556 -4.70979
C 1.49556 2.67808 -2.36865
O 0.88172 -4.34194 -1.12408
H 2.39818 -0.99994 -3.30197
O -1.90842 -0.00596 1.52200
Br -3.08696 -5.59663 -4.42747
C -0.36840 -3.03935 -2.64085
H 0.54908 -2.23009 2.96744
H 2.34535 5.80047 -1.39736
H -0.22598 -0.13997 5.99881
O 1.39593 -2.18588 -1.17073
O -0.59434 -1.11259 0.03774
H -1.49962 -0.88472 3.31954
H 1.00846 2.12490 -3.15878
*
```

The frontier orbital gap (spin up / spin down) is 7.3 / 6.1 eV. The calculation puts the electronic energy at -7968.20450 a.u. Its expectation value of S² is 6.049. As for the energy above the lowest of the compared OMol25 structures with the same formula, charge and spin: 13.9 kcal per mole.

Entry 2:
Formula: C35H29AlClF5N3O6S2Te
Source: the Open Molecules 2025 dataset
Level of theory: ωB97M-V with the def2-TZVPD basis set

Geometry as ORCA input:
```
! RIJCOSX wB97M-V def2-TZVPD def2/J DEFGRID3
* xyz -1 1
C 0.65609 -0.62539 -2.64043
C -3.52808 -0.98674 -4.93648
H -4.07236 -1.92303 -4.92056
C 1.72381 7.11794 -0.62412
N -0.26474 0.04807 -1.82089
H -1.52651 4.06267 -1.49061
S 0.29635 3.58472 0.74545
H -4.94938 5.64319 0.53588
H -6.12474 0.78887 4.20090
C 2.50250 -2.25027 -2.91305
H -4.86338 -1.48827 -7.20209
C 3.46215 -3.07576 -2.28719
H 1.90723 8.08882 -0.18133
H -2.90964 -1.12755 -2.87283
O -2.16595 1.35764 -1.31016
C -2.75712 0.94916 -6.12299
H -4.48960 0.06077 -7.97794
F -0.71756 -0.82885 3.76680
C -2.01094 4.39117 -0.58676
C 0.97747 4.84155 -0.42111
H -0.06614 0.15216 -4.48940
Cl -2.31207 -1.33444 -0.05711
C 2.37907 -2.15563 -4.31462
H -3.30894 -1.24054 -8.00512
H -1.34989 4.83331 2.70036
S -1.20044 1.17589 -2.41350
H -1.39573 1.75970 5.16160
C 2.69173 -2.26814 -0.18155
H -3.86836 4.86387 -1.53808
C 1.46893 -1.29260 -4.84415
Al -1.01619 0.54773 0.04032
F -1.54943 -3.18590 2.85227
C -3.92005 5.30824 0.55627
C -2.16240 0.63077 -3.82417
H 2.74249 -2.24188 0.90033
C 1.65808 -1.48250 -2.06623
H -2.69681 1.52614 -7.03795
N 1.79029 -1.50286 -0.73367
C -1.91118 4.84836 1.77676
C -1.34195 4.33019 0.62184
C -5.09025 1.02604 4.42227
Te -0.87054 -1.58308 1.99748
H 1.15923 1.76538 0.02921
H 1.01916 6.23431 1.20502
C 1.97709 6.90782 -1.97396
H 1.37287 -1.19036 -5.91849
H -1.54247 2.31132 -4.97674
C -3.20834 5.33236 1.74606
H 1.94402 5.49807 -3.58598
F 0.78427 -2.29078 2.73441
C -4.65137 1.06252 5.73325
C 1.25072 4.61982 -1.75705
C -3.32425 1.35499 6.01287
C 1.74284 5.66120 -2.53443
C -3.31453 4.86167 -0.60779
H 1.05180 3.65102 -2.18866
C -4.21286 1.27474 3.37114
O -4.67390 1.33535 2.08883
C -2.88290 -0.54973 -3.78959
C 1.22777 6.08308 0.15076
F -0.36355 -3.01512 0.77072
F -2.71982 -1.19674 2.59142
O -0.53151 2.35577 -2.89130
C -4.07607 -0.76074 -7.39319
H 3.01690 -2.76356 -4.94551
H -5.34729 0.86469 6.53934
C -3.46011 -0.25573 -6.11710
C -2.11229 1.39297 -4.98300
N 0.23469 2.18225 -0.07540
H 4.12537 -3.66719 -2.90898
C 0.62508 -0.52833 -4.02122
O 0.06227 -0.23091 1.24356
C -2.44379 1.57798 4.97068
O -2.08466 1.18068 1.40842
H -2.97331 1.36555 7.03667
C -1.82357 1.66319 2.57716
C 3.55477 -3.09640 -0.92746
O -0.77727 2.24319 2.87609
C -2.86538 1.52580 3.64698
H -3.66264 5.70225 2.65557
H 2.36383 7.71448 -2.58424
H -5.17675 0.53805 1.89244
H 4.27769 -3.71679 -0.41478
*
```

The frontier orbital gap is 7.7 eV. The calculation puts the electronic energy at -4233.45853 a.u. As for the energy above the lowest of the compared OMol25 structures with the same formula, charge and spin: 83.2 kcal per mole.

Entry 3:
Formula: C4H6FNOS
Source: the Open Molecules 2025 dataset
Level of theory: ωB97M-V with the def2-TZVPD basis set

Geometry as ORCA input:
```
! RIJCOSX wB97M-V def2-TZVPD def2/J DEFGRID3
* xyz 0 1
C 2.12823 -0.43450 0.43487
C -2.57581 -0.63376 -0.63378
O 0.44955 2.60545 -0.28303
H 2.10672 -0.74124 1.47954
H -3.20535 -1.33305 -1.04232
F 2.18633 -1.63400 -0.28465
C -1.24052 -0.92071 -0.01946
H 3.05096 0.02493 0.02009
H -3.16712 0.26314 -0.30359
S -0.66274 0.24808 1.18806
H -0.57372 -1.65360 -0.36330
H -0.55404 2.24918 -0.08366
C 0.88677 0.48898 0.30031
N 1.17075 1.47112 -0.40908
*
```

The frontier orbital gap is 9.6 eV. The calculation puts the electronic energy at -783.89721 a.u. As for the energy above the lowest of the compared OMol25 structures with the same formula, charge and spin: 114.7 kcal per mole.

Entry 4:
Formula: C3H10NO2Si
Source: the Open Molecules 2025 dataset
Level of theory: ωB97M-V with the def2-TZVPD basis set

Geometry as ORCA input:
```
! RIJCOSX wB97M-V def2-TZVPD def2/J DEFGRID3
* xyz 1 1
H 0.26367 -0.29962 -2.42977
O 0.74396 -0.04979 -1.66299
C -1.59063 1.13703 -0.21224
H -0.27255 -2.03071 0.85484
N 1.70666 -1.69239 0.75583
O 1.08479 1.34999 0.70153
H -1.79418 1.54599 0.79830
H 0.01663 -0.73778 1.91073
H -1.93856 1.27362 -2.19716
Si 0.10881 0.46130 -0.24718
H -3.32606 2.01076 -1.18235
H 2.37002 -0.98497 0.73619
C 0.35246 -1.14278 0.89194
H 0.83710 2.10161 1.28325
C -2.30625 1.52271 -1.23961
H 2.12484 -2.43773 1.37760
H 1.61929 -2.02725 -0.13891
*
```

The frontier orbital gap is 10.8 eV. The calculation puts the electronic energy at -614.84290 a.u. As for the energy above the lowest of the compared OMol25 structures with the same formula, charge and spin: 22.8 kcal per mole.